[1]
The following is a quantum chemistry calculation of a structure of composition C25H27MgN9O3S3, from the Open Molecules 2025 dataset.

The geometry in XYZ format:
```
68
C25H27MgN9O3S3 | the Open Molecules 2025 dataset | the ωB97M-V functional and the def2-TZVPD basis
Mg -0.154 -0.913 0.651
C -6.405 -2.017 1.257
C -5.569 -0.836 1.750
N -4.311 -1.224 2.346
C -3.147 -1.364 1.664
S -1.806 -1.912 2.539
N -3.169 -1.047 0.378
N -2.011 -1.121 -0.253
C -1.976 -1.052 -1.542
C -3.205 -0.862 -2.382
C -0.694 -1.338 -2.147
C -0.369 -1.033 -3.474
C 0.855 -1.436 -3.971
C 1.697 -2.184 -3.160
C 1.306 -2.412 -1.849
N 0.165 -1.985 -1.350
H -7.321 -1.648 0.799
H -6.667 -2.684 2.076
H -5.834 -2.574 0.519
H -6.130 -0.265 2.498
H -5.351 -0.184 0.902
H -4.335 -1.675 3.250
H -4.061 -0.782 -1.717
H -3.334 -1.721 -3.040
H -3.137 0.042 -2.985
H -1.063 -0.479 -4.087
H 1.150 -1.186 -4.981
H 2.645 -2.555 -3.512
H 1.938 -2.981 -1.182
C 2.688 1.877 2.302
C 1.499 0.954 2.330
N 1.516 -0.315 2.195
N 2.665 -0.986 2.115
C 2.685 -2.260 1.626
N 3.925 -2.756 1.389
S 1.346 -3.200 1.467
C 0.169 1.533 2.536
C -0.020 2.587 3.434
C -1.303 3.030 3.693
C -2.351 2.441 3.005
C -2.061 1.445 2.083
N -0.843 0.982 1.876
H 3.111 2.021 3.296
H 3.473 1.492 1.649
H 2.371 2.846 1.918
H 3.538 -0.466 1.975
H 4.663 -2.113 1.137
H 3.936 -3.638 0.899
H 0.823 3.025 3.947
H -1.474 3.818 4.411
H -3.375 2.729 3.178
H -2.848 0.997 1.492
O 0.213 0.752 -0.601
C 1.410 0.615 -0.868
N 2.170 -0.321 -0.360
S 3.715 -0.191 -0.830
O 4.176 -1.363 -1.523
O 4.533 0.165 0.321
C 3.470 1.223 -1.911
C 4.311 1.938 -2.730
C 3.761 2.986 -3.462
C 2.413 3.300 -3.361
C 1.576 2.572 -2.529
C 2.124 1.527 -1.805
H 5.361 1.699 -2.805
H 4.395 3.561 -4.120
H 2.014 4.128 -3.928
H 0.524 2.792 -2.437
```

Energy above the lowest of the compared OMol25 structures with the same formula, charge and spin = 9.65 kcal/mol
Multiplicity = 1
Lowest unoccupied orbital energy = 0.069 eV
Charge = 0

Here are the Mulliken charges for atoms 1 to 2, given in e:
1. Mg 1.20
2. C -1.18

[2]
The following is a quantum chemistry calculation of a structure of composition C2H3Cl3F6O2PV, from the Open Molecules 2025 dataset.

The geometry in XYZ format:
```
18
C2H3Cl3F6O2PV | the Open Molecules 2025 dataset | the ωB97M-V functional and the def2-TZVPD basis
V -0.943 -1.392 1.528
C 1.889 1.389 1.153
C 0.839 0.357 1.391
O 1.112 -0.883 1.207
O -0.352 0.639 1.722
H 2.829 1.040 1.590
H 1.629 2.350 1.592
H 2.028 1.484 0.079
Cl -3.228 -0.917 1.021
Cl -0.826 -3.644 0.750
Cl -0.960 -1.849 3.887
P -0.587 0.205 -2.276
F -1.917 0.978 -1.815
F -1.469 -0.875 -3.081
F -0.504 1.136 -3.605
F 0.766 -0.555 -2.742
F 0.330 1.285 -1.467
F -0.634 -0.747 -0.932
```

Energy above the lowest of the compared OMol25 structures with the same formula, charge and spin = 0.00 kcal/mol
Multiplicity = 3
Lowest unoccupied orbital energy (alpha / beta) = 5.510 / 5.520 eV
Charge = -2

Here are the Mulliken charges for atoms 1 to 2, given in e:
1. V 0.77
2. C -1.12

[3]
The following is a quantum chemistry calculation of an isolated molecule of C8H10N2, from the Open Molecules 2025 dataset.

The geometry in XYZ format:
```
20
C8H10N2 | the Open Molecules 2025 dataset | the ωB97M-V functional and the def2-TZVPD basis
C 3.363 -0.662 -0.114
C 2.075 -0.963 -0.587
C 2.112 1.019 0.334
C -0.827 1.492 -0.606
C -0.790 -0.638 -1.296
C -1.247 0.151 -0.092
C 0.142 0.463 -0.897
C -1.303 -0.148 1.393
N 3.327 0.585 0.516
N 1.370 0.169 -0.400
H 4.325 -1.245 -0.074
H 1.785 -1.880 -1.241
H 1.757 1.833 0.823
H -1.509 1.964 -1.259
H -0.474 2.121 0.227
H -0.501 -1.668 -1.101
H -1.422 -0.564 -2.218
H -0.795 -1.052 1.660
H -2.358 -0.110 1.681
H -0.700 0.753 2.030
```

Energy above the lowest of the compared OMol25 structures with the same formula, charge and spin = 71.94 kcal/mol
SMILES string = C[C@]12C[C@]1(n1ccnc1)C2
Multiplicity = 1
Lowest unoccupied orbital energy = 0.821 eV
Charge = 0

Here are the Mulliken charges for atoms 1 to 2, given in e:
1. C -0.45
2. C -0.15

[4]
The following is a quantum chemistry calculation of an isolated molecule of C14H10N4O2S, from the Open Molecules 2025 dataset.

The geometry in XYZ format:
```
31
C14H10N4O2S | the Open Molecules 2025 dataset | the ωB97M-V functional and the def2-TZVPD basis
C -4.865 0.120 -1.481
C -4.417 1.017 -0.530
C -3.443 0.652 0.387
C -2.908 -0.629 0.349
C -3.365 -1.535 -0.608
C -4.336 -1.161 -1.513
H -4.679 -1.871 -2.251
H -2.939 -2.526 -0.616
O -1.958 -1.124 1.206
C -1.254 -0.256 2.060
C -0.224 0.537 1.317
N 0.925 0.063 1.023
N 1.637 0.945 0.329
C 2.873 1.041 -0.252
N 2.979 2.231 -0.803
N 1.857 2.932 -0.611
C 1.049 2.167 0.065
S -0.534 2.190 0.738
C 3.866 0.014 -0.258
C 5.118 -0.001 -0.822
C 5.657 -1.269 -0.526
C 4.702 -1.928 0.190
O 3.616 -1.163 0.358
H 4.678 -2.910 0.620
H 6.621 -1.641 -0.807
H 5.567 0.800 -1.370
H -1.924 0.413 2.612
H -0.737 -0.916 2.762
H -3.120 1.377 1.118
H -4.822 2.017 -0.493
H -5.620 0.416 -2.193
```

Energy above the lowest of the compared OMol25 structures with the same formula, charge and spin = 38.96 kcal/mol
SMILES string = c1ccc(OCc2nn3c(-c4ccco4)nnc3s2)cc1
Multiplicity = 1
Lowest unoccupied orbital energy = 0.292 eV
Charge = 0

Here are the Mulliken charges for atoms 1 to 2, given in e:
1. C -0.53
2. C -0.85

[5]
The following is a quantum chemistry calculation of an isolated molecule of C23H32O4, from the Open Molecules 2025 dataset.

The geometry in XYZ format:
```
59
C23H32O4 | the Open Molecules 2025 dataset | the ωB97M-V functional and the def2-TZVPD basis
C 6.962 1.289 -0.912
C 5.821 0.719 -0.116
O 5.425 -0.415 -0.171
O 5.307 1.654 0.691
C 4.267 1.283 1.592
H 4.511 1.737 2.556
H 4.231 0.191 1.670
C 2.916 1.821 1.107
O 2.354 2.695 1.715
C 2.371 1.179 -0.140
H 3.192 0.740 -0.709
C 1.589 2.173 -1.015
H 2.217 2.527 -1.833
H 1.303 3.038 -0.418
C 0.352 1.429 -1.538
H -0.551 1.846 -1.095
H 0.263 1.522 -2.620
C 0.538 -0.034 -1.119
C -0.760 -0.849 -0.996
C -1.569 -0.768 -2.288
C -2.799 -1.666 -2.190
C -3.644 -1.289 -1.015
C -4.960 -1.094 -1.162
C -5.899 -0.856 -0.069
O -7.076 -0.628 -0.253
C -5.296 -0.980 1.311
C -3.860 -0.473 1.324
H -3.460 -0.569 2.334
H -3.871 0.590 1.068
C -2.948 -1.210 0.325
C -2.709 -2.656 0.795
H -2.447 -2.680 1.850
H -3.608 -3.249 0.651
H -1.909 -3.122 0.226
C -1.616 -0.414 0.197
C -0.766 -0.485 1.467
C 0.454 0.424 1.355
H 0.124 1.455 1.236
C 1.360 0.034 0.183
C 2.089 -1.277 0.469
H 1.404 -2.119 0.408
H 2.517 -1.273 1.469
H 2.891 -1.445 -0.246
H 1.022 0.374 2.287
H -0.435 -1.509 1.635
H -1.349 -0.171 2.333
H -1.900 0.632 0.038
H -5.912 -0.430 2.025
H -5.334 -2.037 1.590
H -5.410 -1.149 -2.144
H -3.386 -1.605 -3.107
H -2.476 -2.704 -2.071
H -1.897 0.259 -2.458
H -0.955 -1.072 -3.137
H -0.466 -1.894 -0.848
H 1.159 -0.525 -1.878
H 6.723 2.299 -1.228
H 7.841 1.332 -0.271
H 7.176 0.653 -1.766
```

Energy above the lowest of the compared OMol25 structures with the same formula, charge and spin = 1.89 kcal/mol
SMILES string = CC(=O)OCC(=O)[C@@H]1CC[C@@H]2[C@@H]3CCC4=CC(=O)CC[C@]4(C)[C@H]3CC[C@@]21C
Multiplicity = 1
Lowest unoccupied orbital energy = 0.602 eV
Charge = 0

Here are the Mulliken charges for atoms 1 to 2, given in e:
1. C -1.20
2. C 0.90